A structure of composition C21H24N3O2ReS2 in a non-equilibrium geometry, computed with ωB97M-V with the def2-TZVPD basis set.

The geometry in XYZ format:
```
53
Properties=species:S:1:pos:R:3
Re -1.37 1.66 -2.84
N -3.04 2.98 -3.26
C -2.64 4.41 -3.55
C -1.51 4.90 -2.64
C -0.15 4.38 -3.14
O 0.74 5.06 -3.51
O -0.08 3.00 -3.17
H -3.57 2.63 -4.07
H -3.72 2.99 -2.50
H -3.51 5.06 -3.41
H -2.35 4.48 -4.60
H -1.65 4.55 -1.61
H -1.46 5.98 -2.64
S 0.01 -0.24 -2.74
C 0.06 -0.66 -1.07
N 0.70 -1.72 -0.66
C 0.64 -2.05 0.77
C 0.78 -0.78 1.57
N -0.29 0.15 1.17
C -0.96 0.88 2.25
C -1.80 -0.10 3.05
C -1.46 -0.40 4.36
C -2.25 -1.26 5.10
C -3.36 -1.87 4.52
C -3.70 -1.57 3.20
C -2.92 -0.70 2.47
C -0.63 0.19 -0.08
S -1.91 1.25 -0.63
C 1.53 -2.58 -1.52
C 2.98 -2.42 -1.11
C 3.62 -1.20 -1.34
C 4.96 -1.06 -1.01
C 5.65 -2.11 -0.42
C 5.01 -3.32 -0.20
C 3.67 -3.47 -0.52
H 1.43 -2.75 1.01
H -0.33 -2.52 0.98
H 1.75 -0.31 1.39
H 0.69 -0.99 2.63
H -1.58 1.68 1.83
H -0.20 1.33 2.89
H -0.60 0.08 4.83
H -2.02 -1.45 6.14
H -3.94 -2.59 5.08
H -4.58 -2.01 2.76
H -3.19 -0.48 1.44
H 1.38 -2.32 -2.56
H 1.21 -3.62 -1.37
H 3.09 -0.37 -1.80
H 5.47 -0.13 -1.22
H 6.67 -1.98 -0.11
H 5.55 -4.16 0.22
H 3.17 -4.42 -0.35
```

Computed properties:
Expectation value of S²   0.995
E_LUMO (spin up / spin down)   -12.8 / -12.4 eV
Kohn-Sham gap (spin up / spin down)   4.117 / 4.584 eV
HOMO level (spin up / spin down)   -16.948 / -16.957 eV
Strongest force on any atom   0.074 Eh/bohr
Total charge   +3
Multiplicity   2